[1]
{"formula": "C3H12BeF6NO9S2", "method": "wB97M-V/def2-TZVPD", "total_energy_ev": -61580.1115, "homo_energy_ev": -12.45, "e_lumo_ev": -10.099, "fmax_ev_per_a": 5.7, "charge": 1, "species": ["Be", "C", "F", "F", "F", "S", "O", "O", "N", "S", "O", "O", "C", "F", "F", "F", "O", "H", "H", "O", "H", "H", "O", "H", "H", "O", "H", "H", "C", "O", "H", "H", "H", "H"], "xyz": [[-12.72558, 18.97949, -24.73490], [-10.06694, 13.84441, -20.45631], [-8.80881, 13.91741, -20.04000], [-10.69410, 12.78179, -20.35511], [-10.85295, 14.85088, -19.88749], [-10.05505, 14.13589, -22.39759], [-9.29339, 13.06896, -23.05235], [-11.47366, 14.29383, -22.86760], [-9.34213, 15.82751, -22.34876], [-7.78828, 15.64759, -22.52453], [-7.23569, 14.34655, -21.97621], [-7.26236, 16.12642, -23.82419], [-7.01491, 16.92678, -21.28984], [-7.63833, 16.65718, -20.19421], [-5.67347, 16.65726, -21.11498], [-7.35232, 18.14945, -21.75220], [-9.46202, 20.85827, -27.72367], [-9.67040, 21.38897, -28.49254], [-8.79213, 21.36054, -27.25977], [-16.02533, 17.27399, -27.48603], [-16.91144, 17.54445, -27.72662], [-15.95204, 16.37636, -27.81026], [-15.93519, 18.03759, -21.27733], [-16.71732, 18.58548, -21.34307], [-16.25010, 17.21328, -20.90642], [-11.16928, 21.98469, -21.21070], [-10.43723, 22.58282, -21.36093], [-11.31830, 22.02032, -20.26584], [-15.48101, 24.20722, -24.05683], [-15.69644, 22.97946, -24.72647], [-15.77813, 24.04867, -23.02017], [-14.40289, 24.34410, -24.14056], [-15.98904, 25.04927, -24.52690], [-16.41711, 23.20869, -25.31782]], "forces_ev_per_angstrom": [[0.1, -0.1, 0.1], [0.2, 5.1, -0.3], [-1.6, -0.7, 0.3], [-0.7, -3.3, 0.8], [1.9, -1.4, -1.0], [-3.6, -0.7, -3.0], [-0.9, 2.3, 1.5], [3.9, 0.1, 1.8], [-0.6, -2.3, -0.2], [5.7, -0.5, -0.2], [-1.6, 3.2, -1.6], [-1.6, -1.2, 1.6], [0.3, -0.9, -1.4], [-0.3, 0.4, 1.6], [-2.5, 1.2, -0.9], [1.3, -1.1, 0.7], [-0.2, -0.2, 0.2], [-0.1, 0.1, -0.3], [0.2, 0.1, 0.1], [0.3, 0.2, 0.2], [-0.2, 0.1, -0.1], [0.0, -0.2, -0.1], [0.3, 0.1, -0.2], [-0.2, 0.2, 0.0], [0.0, -0.2, 0.1], [-0.1, -0.2, -0.3], [0.2, 0.2, -0.1], [-0.1, 0.0, 0.3], [1.1, -0.4, 0.4], [-0.9, 0.0, -0.9], [0.0, 0.6, 0.1], [0.0, 0.6, 0.5], [-0.1, 0.0, 0.2], [-0.1, -0.8, -0.3]]}

---

[2]
{"formula": "C2H4N4O", "method": "wB97M-V/def2-TZVPD", "total_energy_ev": -10140.6769, "homo_energy_ev": -9.21, "e_lumo_ev": 0.080, "fmax_ev_per_a": 4.6, "e_above_lowest_kj_mol": 623.1, "species": ["C", "C", "N", "N", "N", "N", "O", "H", "H", "H", "H"], "xyz": [[0.20087, -1.48355, -3.23967], [0.65114, -0.15408, 0.36604], [-0.88837, -0.94587, -2.30301], [-0.42963, -2.24356, -4.00994], [-1.98815, -1.62665, -2.56801], [-0.27639, 0.51766, -0.13382], [-1.79674, -2.44344, -3.54653], [0.69265, -1.25705, 0.09724], [1.50854, 0.27232, 1.03651], [-0.79913, -0.19154, -1.53510], [-0.41508, 1.50277, 0.18740]], "forces_ev_per_angstrom": [[-0.5, 2.7, 1.9], [2.1, -0.7, 0.9], [-0.7, -3.5, -2.9], [0.5, -2.2, -1.4], [0.7, 1.6, 1.3], [-1.1, 1.4, 0.2], [0.2, 1.9, 1.2], [0.3, 1.4, 0.2], [-1.7, -0.8, -0.9], [-0.5, -0.9, -0.2], [0.7, -1.0, -0.4]]}

---

[3]
{"formula": "C5H16N3O", "method": "wB97M-V/def2-TZVPD", "total_energy_ev": -11953.1681, "homo_energy_ev": -12.18, "e_lumo_ev": -3.420, "smiles": "CC(C)[C@H](NN)[C@@H]([NH3+])O", "fmax_ev_per_a": 4.5, "charge": 1, "e_above_lowest_kj_mol": 414.3, "species": ["C", "C", "C", "C", "N", "N", "C", "N", "O", "H", "H", "H", "H", "H", "H", "H", "H", "H", "H", "H", "H", "H", "H", "H", "H"], "xyz": [[1.32539, -1.02976, 1.37224], [0.88679, -0.76309, -0.14653], [2.18859, -0.62162, -1.01789], [-0.03792, 0.50326, -0.19621], [0.18512, 1.49933, 0.68434], [-0.12583, 2.78290, 0.10855], [-1.75637, 0.00238, 0.04166], [-2.17871, -0.74759, -1.20870], [-2.05036, -0.78447, 1.17282], [0.51415, -1.08098, 2.14872], [1.98552, -0.24307, 1.66229], [1.71874, -2.08884, 1.37969], [0.35464, -1.68765, -0.39323], [2.87367, 0.08028, -0.54151], [2.71128, -1.61121, -1.16209], [2.00000, -0.21364, -2.08053], [-0.06184, 1.06456, -1.10857], [-0.11331, 1.42848, 1.63140], [0.76146, 3.32131, -0.03019], [-0.58633, 3.41746, 0.86355], [-2.22078, 0.93299, 0.09968], [-1.35299, -1.14043, -1.58386], [-3.00438, -1.42148, -1.14898], [-2.64317, -0.11219, -1.88879], [-1.37335, -1.48693, 1.34217]], "forces_ev_per_angstrom": [[-1.2, -1.7, -1.0], [0.6, 0.7, 1.5], [-0.6, -0.3, -1.3], [-2.9, -3.4, -0.5], [1.4, 2.5, 1.3], [-0.2, 2.5, 1.9], [3.3, -1.7, 0.6], [-3.6, 0.8, -0.4], [0.7, 0.1, -0.8], [0.3, 0.4, -0.9], [0.8, 0.1, 0.3], [0.3, 1.4, 0.2], [-0.2, 0.2, -0.6], [0.0, -0.1, 0.0], [-0.6, 1.0, 0.4], [0.0, -0.6, 1.6], [0.0, -0.5, -1.2], [0.0, -0.3, 0.6], [-0.7, -0.9, 0.0], [0.7, -1.7, -1.6], [-1.3, 1.2, 0.1], [0.9, -1.0, -0.9], [1.7, 0.3, 0.8], [1.1, 0.1, 0.2], [-0.6, 1.0, -0.4]]}